[1]
Below is a structure of composition C8H27Cl2N10O6Zr at a distorted geometry, with properties calculated with ωB97M-V/def2-TZVPD.

Geometry as ORCA input:
```
! wB97M-V def2-TZVPD RIJCOSX def2/J DEFGRID3
* xyz 1 1
Zr -15.489 -3.937 -1.129
Cl -14.286 -1.622 -2.042
Cl -17.166 -5.029 0.124
O -15.012 -3.144 0.920
O -13.887 -5.277 0.043
O -13.957 -4.415 -2.466
O -16.819 -2.148 -0.566
O -16.600 -4.223 -2.607
O -15.395 -6.766 -1.910
N -16.165 -8.081 -3.549
N -17.119 -8.264 -1.526
N -17.225 -1.010 -2.469
N -18.807 -1.012 -0.687
N -14.390 -1.065 1.606
N -12.502 -6.108 -2.708
N -12.423 -5.883 1.630
N -13.171 -4.801 -4.521
N -15.609 -2.452 3.085
N -14.742 -6.117 1.880
C -17.565 -1.392 -1.227
C -15.076 -2.166 1.801
C -19.119 -4.160 -3.073
C -13.689 -5.651 1.186
C -17.703 -4.679 -3.343
C -16.174 -7.601 -2.311
C -13.307 -5.131 -3.204
C -17.433 -4.768 -4.858
H -12.231 -6.067 2.629
H -12.495 -5.337 -5.063
H -17.714 -5.789 -3.155
H -16.484 -5.263 -4.927
H -13.662 -4.053 -5.000
H -12.436 -6.192 -1.711
H -14.186 -0.547 2.479
H -18.988 -1.256 0.276
H -11.741 -6.468 -3.266
H -14.031 -0.840 0.663
H -16.685 -8.892 -3.759
H -15.975 -3.375 3.086
H -19.420 -3.242 -3.589
H -17.707 -0.302 -3.016
H -14.769 -6.572 2.733
H -17.205 -7.806 -0.611
H -17.982 -8.380 -1.988
H -15.593 -5.905 1.338
H -19.291 -0.301 -1.185
H -15.582 -1.836 3.838
H -15.346 -7.828 -4.095
H -18.218 -5.374 -5.268
H -19.290 -4.068 -1.978
H -16.268 -1.331 -2.779
H -19.832 -4.996 -3.370
H -11.675 -5.447 1.154
H -17.431 -3.854 -5.446
*
```

Its HOMO-LUMO gap is 9.626 eV.



[2]
Below is a cluster of 7 separate species, C8H28ClO10 in total at a distorted geometry, with properties calculated with ωB97M-V/def2-TZVPD.

Geometry as ORCA input:
```
! wB97M-V def2-TZVPD RIJCOSX def2/J DEFGRID3
* xyz -1 1
Cl 0.012 0.268 -0.264
O -2.329 1.426 4.439
O 3.919 0.959 -1.877
O 1.357 -0.072 -0.554
O -0.862 -0.093 -1.355
O 1.770 -0.906 3.228
O -0.159 1.653 -0.015
O -0.489 -0.611 0.811
O 0.399 -5.290 1.819
O -1.827 3.826 -1.139
O -2.260 -2.592 -2.028
C 3.962 2.259 -1.381
C -1.064 -3.242 -2.559
C -1.277 -4.271 0.545
C -1.944 4.119 -2.520
C -1.573 0.811 3.379
C 0.152 -4.546 0.657
C -1.974 5.598 -2.829
C 2.970 -0.182 3.112
H -2.637 3.505 -3.096
H -0.667 0.344 3.765
H -0.959 5.910 -3.074
H 4.907 2.793 -1.481
H 1.215 -0.674 2.479
H 3.209 2.892 -1.851
H 3.099 0.581 2.345
H 0.752 -3.652 0.486
H -2.202 -0.019 3.057
H 3.362 0.483 -1.256
H -2.798 2.214 4.153
H -1.873 -5.077 0.119
H -1.717 -4.298 1.542
H -2.501 6.228 -2.113
H -0.864 -4.201 -2.080
H 0.320 -5.231 -0.175
H -2.628 5.838 -3.667
H -1.305 -3.332 -0.009
H 3.872 -0.770 2.944
H -1.556 1.410 2.469
H -1.329 -3.470 -3.591
H 3.133 0.337 4.057
H -1.917 -1.798 -1.612
H 3.602 2.228 -0.352
H -0.218 -2.561 -2.466
H -1.408 2.985 -0.944
H 1.346 -5.442 1.765
H -1.021 3.665 -2.880
*
```

Its HOMO-LUMO gap is 10.068 eV. For the energy above the lowest of the compared OMol25 structures with the same formula, charge and spin, the calculation gives 176.75 kJ/mol.



[3]
Below is a cluster of 3 separate species, C8H28N3O3P2 in total at a distorted geometry, with properties calculated with ωB97M-V/def2-TZVPD.

Geometry as ORCA input:
```
! wB97M-V def2-TZVPD RIJCOSX def2/J DEFGRID3
* xyz 1 1
P -0.726 1.225 -4.842
P 1.248 1.998 -3.949
O 2.285 1.477 -5.031
O -2.595 -1.865 1.383
O 0.206 1.694 2.350
N -2.405 -4.615 2.302
N 1.198 3.636 -4.382
N 0.118 1.648 -0.515
C -1.697 -0.955 1.986
C 2.479 1.662 0.103
C -0.130 -3.794 2.058
C 0.725 2.775 1.611
C 1.158 2.417 0.187
C -2.002 -2.859 0.578
C -1.449 -4.069 1.341
C 1.170 0.865 2.979
H -1.335 -1.325 2.948
H -1.617 2.258 -5.088
H -2.234 -0.026 2.166
H -0.734 2.202 -0.540
H -0.281 -3.227 2.976
H -3.243 -4.919 1.818
H 1.287 3.364 -0.346
H 2.034 1.442 3.318
H -2.717 -3.860 2.904
H 2.883 0.845 -4.584
H 2.859 1.680 -0.918
H 3.233 2.112 0.749
H -1.259 -4.843 0.592
H 1.185 3.750 -5.391
H 1.538 3.262 2.163
H -1.321 0.366 -3.928
H -2.800 -3.209 -0.081
H 0.696 0.406 3.844
H 0.344 -4.733 2.336
H -0.127 0.858 0.075
H 1.503 0.063 2.313
H -0.562 0.554 -6.053
H -0.844 -0.745 1.333
H 2.366 0.616 0.388
H 0.317 4.023 -4.057
H 0.562 -3.240 1.420
H -1.222 -2.411 -0.058
H -0.094 3.496 1.542
*
```

Its HOMO-LUMO gap is 7.064 eV.



[4]
Below is a cluster of 6 separate species, C8H28N5O7 in total at a distorted geometry, with properties calculated with ωB97M-V/def2-TZVPD.

Geometry as ORCA input:
```
! wB97M-V def2-TZVPD RIJCOSX def2/J DEFGRID3
* xyz -1 1
O 4.179 1.095 -2.550
O 2.037 1.969 -0.642
O 1.084 3.162 1.509
O -2.531 -2.950 1.902
O -3.736 1.461 0.942
O -0.866 -0.785 -3.269
O 2.938 -0.552 0.328
N -0.037 1.122 -2.524
N -1.478 -0.043 1.909
N 5.363 -0.648 -1.805
N 0.717 -0.648 -1.745
N 3.678 -0.984 -3.065
C -2.402 1.938 0.804
C -1.386 -2.494 1.147
C -0.658 -1.203 1.684
C -1.485 0.685 0.674
C 4.397 -0.084 -2.490
C -0.148 -0.149 -2.556
C -2.222 -3.405 3.188
C -4.781 2.256 0.571
H -1.636 -4.323 3.146
H -0.523 1.700 -3.194
H -2.021 2.577 1.601
H -1.670 -2.387 0.099
H 3.956 -1.951 -3.155
H 0.173 -0.884 1.055
H 1.309 -0.011 -1.231
H -2.427 -0.350 2.070
H 6.036 -0.160 -1.231
H 1.368 2.721 0.708
H 0.752 -1.655 -1.676
H 2.854 -0.302 1.247
H 2.730 0.245 -0.159
H 1.795 1.519 0.191
H -1.802 0.069 -0.168
H 0.636 1.465 -1.853
H -0.535 1.187 0.492
H -5.565 2.258 1.329
H -2.402 2.566 -0.086
H -4.506 3.280 0.317
H 3.083 -0.640 -3.804
H -5.236 1.853 -0.334
H 1.182 4.094 1.317
H -3.091 -3.556 3.828
H -1.711 -2.601 3.718
H -0.134 -1.528 2.582
H -0.625 -3.267 1.043
H 5.349 -1.656 -1.865
*
```

Its HOMO-LUMO gap is 8.009 eV.



[5]
Below is the molecule C8H2O5 at a distorted geometry, with properties calculated with ωB97M-V/def2-TZVPD.

Geometry as ORCA input:
```
! wB97M-V def2-TZVPD RIJCOSX def2/J DEFGRID3
* xyz 0 1
O -1.160 -0.502 -3.194
O 0.283 0.959 -2.243
O 1.458 2.340 -0.923
O 1.100 -1.180 2.819
O -1.670 -1.208 -0.429
C 0.509 -0.710 1.743
C -0.016 -3.103 1.342
C 0.589 1.502 -1.034
C 0.534 -2.148 1.944
C -0.293 0.809 0.036
C -0.995 -0.281 -0.775
C 0.526 0.490 1.214
C -0.675 -0.023 -2.252
H -1.164 1.640 0.153
H 0.972 1.416 1.599
*
```

Its HOMO-LUMO gap is 8.798 eV.



[6]
Below is a cluster of 7 separate species, C8H30O8 in total at a distorted geometry, with properties calculated with ωB97M-V/def2-TZVPD.

Geometry as ORCA input:
```
! wB97M-V def2-TZVPD RIJCOSX def2/J DEFGRID3
* xyz 0 1
O -1.296 -3.004 -4.083
O 0.181 -4.013 1.018
O -0.977 1.769 -0.483
O 1.122 -1.605 1.906
O 1.035 3.268 0.910
O 1.517 -2.993 -3.212
O -0.024 2.755 -2.991
O 0.884 1.020 2.921
C 0.039 -2.201 2.577
C 1.742 -2.468 -1.930
C -1.159 3.284 -3.656
C -1.145 0.508 0.143
C 1.368 4.313 1.804
C 0.559 1.187 4.301
C 0.032 -3.707 2.396
C -2.113 -1.994 -3.490
H -0.918 -1.819 2.182
H -2.050 2.678 -3.509
H 0.186 2.202 4.451
H 1.548 3.402 0.104
H 1.447 1.050 4.921
H 1.082 5.309 1.453
H 0.996 -1.737 -1.598
H -0.297 2.460 -2.109
H 0.826 -3.365 0.701
H 0.790 -4.183 3.032
H 1.661 -3.259 -1.174
H 2.737 -2.036 -1.890
H 2.411 4.339 2.133
H -0.245 0.247 0.722
H 1.075 -0.656 2.106
H -0.902 3.407 -4.708
H 0.776 4.177 2.715
H -1.154 -0.289 -0.594
H -2.297 -1.155 -4.168
H -1.313 4.317 -3.317
H 0.018 -1.912 3.637
H -3.056 -2.461 -3.202
H 0.576 -3.047 -3.421
H -1.900 0.465 0.932
H 1.230 1.828 2.529
H -0.614 2.358 0.192
H -0.907 -4.127 2.763
H -0.197 0.456 4.566
H -1.669 -3.228 -4.938
H -1.606 -1.544 -2.641
*
```

As for the SMILES: OCCO.CO.CO.CO.CO.CO.CO. Its HOMO-LUMO gap is 9.714 eV. For the energy above the lowest of the compared OMol25 structures with the same formula, charge and spin, the calculation gives 374.44 kJ/mol.



Number 1: electronic energy -62252.0528 eV. Number 2: electronic energy -41739.0547 eV. Number 3: electronic energy -37932.3729 eV. Number 4: electronic energy -30533.0779 eV. Number 5: electronic energy -18557.6696 eV. Number 6: electronic energy -25159.4123 eV.